Density functional theory data (ωB97M-V/def2-TZVPD) for one molecule with the formula C12H11NS in a non-equilibrium geometry.

CARTESIAN COORDINATES (ANGSTROEM)
C  -1.31649  0.53616  -0.38279
C  -2.41803  0.96588  0.34456
C  -3.47927  0.06448  0.62971
C  -3.49263  -1.18025  0.00566
C  -2.40109  -1.61526  -0.80132
C  -1.37134  -0.73005  -1.01464
C  1.39670  0.69682  -0.33621
C  1.45083  0.21229  0.97116
C  2.49348  -0.66085  1.38495
C  3.47340  -0.98993  0.46510
C  3.44805  -0.53255  -0.84901
C  2.39745  0.32447  -1.19196
H  -0.31664  3.69647  0.33234
H  -2.32234  1.96540  0.72700
H  -4.31942  0.43500  1.26115
H  -4.27591  -1.87182  0.21351
H  -2.36349  -2.62993  -1.16633
H  -0.55176  -1.13979  -1.57677
H  0.71018  0.52920  1.70303
H  2.50995  -0.99721  2.42845
H  4.26079  -1.60782  0.83430
H  4.16641  -0.76115  -1.59455
H  2.44635  0.84428  -2.10816
N  -0.12833  2.70199  0.56070
S  0.00316  1.74417  -0.83988

Output
- Energy relative to the best compared isomer or geometry (same formula, charge and spin): 34.7 kcal/mol
- LUMO energy: 0.025 hartree
- Charge: 0
- Kohn-Sham gap: 0.327 Ha
- HOMO level: -8.22 eV
- Largest force on an atom: 4.02 eV Å⁻¹

---

Density functional theory data (ωB97M-V/def2-TZVPD) for one molecule with the formula C2H4N2OS in a non-equilibrium geometry.

CARTESIAN COORDINATES (ANGSTROEM)
C  0.46473  0.82586  0.77112
C  -0.25085  -0.87834  -2.12306
H  -0.83923  -0.32038  3.19270
H  0.63590  1.74302  1.25226
H  0.60250  -1.73058  -2.03834
H  -1.20301  -1.05855  -2.86136
N  0.06701  -0.25496  1.45127
N  -0.36986  0.32796  -1.64269
O  -0.21516  0.47817  2.84794
S  1.10798  0.86780  -0.84985

Output
- Energy relative to the best compared isomer or geometry (same formula, charge and spin): 135.3 kcal/mol
- SMILES string: C=NS/C=N/O
- LUMO energy: 0.002 hartree
- Charge: 0
- Kohn-Sham gap: 0.336 Ha
- HOMO level: -9.08 eV
- Largest force on an atom: 5.78 eV Å⁻¹

---

Density functional theory data (ωB97M-V/def2-TZVPD) for C23H28BeClN2O3Sb as an isolated structure.

CARTESIAN COORDINATES (ANGSTROEM)
Be  0.67252  1.45326  -1.31676
O  1.70167  0.70790  0.01003
C  2.20350  -0.56231  -0.49490
C  1.25134  -0.92677  -1.67436
O  1.26401  -2.03676  -2.15528
O  0.54867  0.07863  -2.07473
C  2.18952  -1.61102  0.60668
C  2.56057  -2.92392  0.32179
C  2.58024  -3.87691  1.32694
C  2.24187  -3.53495  2.63096
C  1.89784  -2.22532  2.92293
C  1.87534  -1.26639  1.91609
C  3.61972  -0.32116  -1.00787
C  3.93117  -0.30102  -2.36256
C  5.22155  0.00178  -2.77564
C  6.20692  0.29246  -1.84470
C  5.90285  0.27199  -0.49078
C  4.61824  -0.03999  -0.07590
H  2.46114  1.29406  0.13691
H  2.81961  -3.19569  -0.69066
H  2.86067  -4.89482  1.08870
H  2.25657  -4.28361  3.41256
H  1.64810  -1.93959  3.93718
H  1.59503  -0.24854  2.14694
H  3.17431  -0.52693  -3.10192
H  5.45366  0.01323  -3.83241
H  7.21074  0.52953  -2.17199
H  6.66868  0.48652  0.24314
H  4.39070  -0.09012  0.98376
C  -3.78804  -1.34807  1.20849
Sb  -1.67296  -1.21206  1.63468
C  -1.89732  -2.24737  3.50591
C  -1.17692  -2.96990  0.51440
H  -4.16351  -2.28967  1.61014
H  -3.94600  -1.33866  0.13042
H  -4.34170  -0.51981  1.65099
H  -2.59502  -3.07396  3.37291
H  -2.28235  -1.56895  4.26663
H  -0.94001  -2.64330  3.84510
H  -1.98306  -3.69585  0.62832
H  -0.24793  -3.39853  0.88917
H  -1.04449  -2.73873  -0.54233
Cl  0.52591  4.26685  -2.33834
C  1.58961  2.89265  -1.78387
H  2.23406  3.33588  -1.01733
H  2.24209  2.68664  -2.63584
N  -4.72810  2.66303  0.67792
C  -3.48966  2.39193  0.18821
C  -2.35590  3.07169  0.65108
C  -1.12774  2.74846  0.13225
N  -0.94380  1.78386  -0.77852
C  -2.02229  1.12800  -1.21737
C  -3.29566  1.40589  -0.78742
H  -4.87397  3.45159  1.28018
H  -5.53854  2.24333  0.26172
H  -2.43871  3.85343  1.39404
H  -0.23910  3.27735  0.45032
H  -1.82918  0.35818  -1.95368
H  -4.13300  0.85296  -1.19005

Output
- Energy relative to the best compared isomer or geometry (same formula, charge and spin): 0.0 kcal/mol
- LUMO energy: 0.017 hartree
- Charge: 0
- Kohn-Sham gap: 0.321 Ha
- HOMO level: -8.26 eV
- Largest force on an atom: 0.48 eV Å⁻¹

---

- Look up the LUMO energy of the first one.
  0.025 hartree

---

Copy entry 3 word for word.
Density functional theory data (ωB97M-V/def2-TZVPD) for C23H28BeClN2O3Sb as an isolated structure.

CARTESIAN COORDINATES (ANGSTROEM)
Be  0.67252  1.45326  -1.31676
O  1.70167  0.70790  0.01003
C  2.20350  -0.56231  -0.49490
C  1.25134  -0.92677  -1.67436
O  1.26401  -2.03676  -2.15528
O  0.54867  0.07863  -2.07473
C  2.18952  -1.61102  0.60668
C  2.56057  -2.92392  0.32179
C  2.58024  -3.87691  1.32694
C  2.24187  -3.53495  2.63096
C  1.89784  -2.22532  2.92293
C  1.87534  -1.26639  1.91609
C  3.61972  -0.32116  -1.00787
C  3.93117  -0.30102  -2.36256
C  5.22155  0.00178  -2.77564
C  6.20692  0.29246  -1.84470
C  5.90285  0.27199  -0.49078
C  4.61824  -0.03999  -0.07590
H  2.46114  1.29406  0.13691
H  2.81961  -3.19569  -0.69066
H  2.86067  -4.89482  1.08870
H  2.25657  -4.28361  3.41256
H  1.64810  -1.93959  3.93718
H  1.59503  -0.24854  2.14694
H  3.17431  -0.52693  -3.10192
H  5.45366  0.01323  -3.83241
H  7.21074  0.52953  -2.17199
H  6.66868  0.48652  0.24314
H  4.39070  -0.09012  0.98376
C  -3.78804  -1.34807  1.20849
Sb  -1.67296  -1.21206  1.63468
C  -1.89732  -2.24737  3.50591
C  -1.17692  -2.96990  0.51440
H  -4.16351  -2.28967  1.61014
H  -3.94600  -1.33866  0.13042
H  -4.34170  -0.51981  1.65099
H  -2.59502  -3.07396  3.37291
H  -2.28235  -1.56895  4.26663
H  -0.94001  -2.64330  3.84510
H  -1.98306  -3.69585  0.62832
H  -0.24793  -3.39853  0.88917
H  -1.04449  -2.73873  -0.54233
Cl  0.52591  4.26685  -2.33834
C  1.58961  2.89265  -1.78387
H  2.23406  3.33588  -1.01733
H  2.24209  2.68664  -2.63584
N  -4.72810  2.66303  0.67792
C  -3.48966  2.39193  0.18821
C  -2.35590  3.07169  0.65108
C  -1.12774  2.74846  0.13225
N  -0.94380  1.78386  -0.77852
C  -2.02229  1.12800  -1.21737
C  -3.29566  1.40589  -0.78742
H  -4.87397  3.45159  1.28018
H  -5.53854  2.24333  0.26172
H  -2.43871  3.85343  1.39404
H  -0.23910  3.27735  0.45032
H  -1.82918  0.35818  -1.95368
H  -4.13300  0.85296  -1.19005

Output
- Energy relative to the best compared isomer or geometry (same formula, charge and spin): 0.0 kcal/mol
- LUMO energy: 0.017 hartree
- Charge: 0
- Kohn-Sham gap: 0.321 Ha
- HOMO level: -8.26 eV
- Largest force on an atom: 0.48 eV Å⁻¹